Here is a single C4H7NO molecule from the OMol25 dataset. Energies are from wB97M-V/def2-TZVPD.

The geometry in XYZ format:
```
13
C4H7NO wB97M-V/def2-TZVPD
C -1.0258 -0.8911 -0.2721
C -0.2529 0.4071 -0.4186
O -1.0405 1.5375 -0.0842
C 0.9986 0.4621 0.4806
C 2.3356 -0.7848 -0.5606
N 1.8751 -0.8251 0.5401
H -1.9425 -0.8528 -0.8672
H -0.4261 -1.7458 -0.5952
H -1.2951 -1.0501 0.7804
H 0.0194 0.5576 -1.4716
H -1.5373 1.3203 0.7164
H 0.7058 0.5105 1.5186
H 1.5855 1.3546 0.2336
```

Properties
relative energy (zero: lowest compared OMol25 entry of this formula, charge and spin): 290.6 kJ/mol
HOMO energy: -10.8 eV
2S+1: 1
gap between HOMO and LUMO: 11.46 eV
electronic energy: -286.52096 Ha